{
  "formula": "C35H31BrN7O2PtSe",
  "method": "ωB97M-V/def2-TZVPD",
  "orbital_gap_ev": [7.250, 6.810],
  "e_tot_ev": -189952.605,
  "e_homo_ha": [-0.3605, -0.3889],
  "e_above_lowest_ev": 0.000,
  "spin_multiplicity": 3,
  "total_charge": 1,
  "elements": ["Pt", "O", "C", "C", "C", "C", "C", "C", "C", "O", "N", "N", "C", "C", "Br", "C", "C", "C", "C", "C", "C", "C", "H", "H", "H", "H", "H", "H", "H", "H", "H", "H", "H", "H", "H", "H", "C", "C", "N", "C", "C", "C", "C", "C", "C", "C", "C", "N", "C", "N", "H", "H", "H", "H", "H", "H", "H", "H", "H", "C", "N", "C", "Se", "N", "C", "C", "C", "C", "C", "C", "H", "H", "H", "H", "H", "H", "H", "H"],
  "coordinates": [[-0.052, -0.413, -0.339], [-1.163, 1.085, -3.566], [-2.378, 1.698, -3.397], [-3.171, 1.927, -4.510], [-4.396, 2.560, -4.369], [-4.826, 2.983, -3.119], [-4.023, 2.748, -2.014], [-2.807, 2.087, -2.130], [-2.004, 1.775, -0.886], [-0.682, 1.440, -1.135], [-2.698, 0.647, -0.205], [-1.953, -0.080, 0.643], [-2.457, -0.792, 1.576], [-1.660, -1.677, 2.421], [0.230, -1.407, 2.414], [-2.223, -2.643, 3.147], [-1.602, -3.628, 4.044], [-0.639, -3.277, 4.989], [-0.092, -4.243, 5.818], [-0.496, -5.566, 5.711], [-1.467, -5.920, 4.784], [-2.027, -4.954, 3.965], [-0.715, 1.195, -2.686], [-2.809, 1.618, -5.482], [-5.009, 2.737, -5.243], [-5.769, 3.501, -3.010], [-4.341, 3.097, -1.037], [-2.029, 2.652, -0.222], [-3.670, 0.782, 0.040], [-3.531, -0.787, 1.756], [-3.300, -2.732, 3.023], [-0.335, -2.244, 5.094], [0.646, -3.959, 6.556], [-0.065, -6.318, 6.358], [-1.794, -6.948, 4.705], [-2.792, -5.228, 3.249], [3.935, 1.023, -1.221], [2.599, 0.883, -0.906], [1.935, -0.259, -1.145], [2.577, -1.284, -1.693], [3.921, -1.241, -2.017], [4.603, -0.053, -1.788], [4.607, -2.405, -2.601], [4.589, -3.660, -2.169], [3.906, -4.208, -0.985], [3.817, -5.585, -0.820], [3.179, -6.044, 0.320], [2.664, -5.219, 1.228], [2.811, -3.921, 0.979], [3.404, -3.370, -0.072], [4.438, 1.959, -1.027], [2.021, 1.694, -0.482], [1.990, -2.179, -1.863], [5.654, 0.024, -2.037], [5.222, -2.190, -3.470], [5.174, -4.383, -2.727], [4.241, -6.269, -1.543], [3.078, -7.106, 0.513], [2.404, -3.239, 1.718], [-0.634, -5.252, -3.132], [-0.566, -3.891, -3.634], [-0.656, -2.762, -2.907], [-0.860, -2.705, -1.050], [-0.578, -1.718, -3.740], [-0.457, -2.169, -5.048], [-0.346, -1.492, -6.253], [-0.233, -2.272, -7.390], [-0.229, -3.671, -7.325], [-0.337, -4.343, -6.120], [-0.451, -3.556, -4.983], [-0.560, -5.234, -2.047], [0.197, -5.827, -3.538], [-1.576, -5.713, -3.425], [-0.743, -0.744, -3.484], [-0.347, -0.412, -6.294], [-0.147, -1.791, -8.354], [-0.141, -4.240, -8.240], [-0.337, -5.423, -6.073]],
  "mulliken_spin": [1.23, 0.00, 0.00, 0.00, 0.00, 0.00, 0.00, 0.00, 0.01, 0.19, -0.01, 0.06, 0.05, -0.01, 0.05, 0.00, 0.00, 0.01, 0.00, 0.00, 0.00, 0.00, 0.01, 0.00, 0.00, 0.00, 0.00, 0.01, 0.00, 0.00, 0.00, 0.00, 0.00, 0.00, 0.00, 0.00, 0.01, 0.00, 0.14, 0.01, 0.00, -0.01, 0.00, 0.00, 0.00, 0.00, 0.00, 0.00, 0.00, 0.00, 0.00, 0.00, -0.01, 0.00, 0.00, 0.00, 0.00, 0.00, 0.00, -0.02, 0.00, 0.04, 0.23, -0.01, 0.00, 0.00, 0.00, 0.00, 0.00, 0.00, 0.01, 0.00, 0.00, -0.01, 0.00, 0.00, 0.00, 0.00]
}

{
  "formula": "C35H31ClN2O3TeV",
  "method": "ωB97M-V/def2-TZVPD",
  "orbital_gap_ev": [6.591, 5.652],
  "e_tot_ev": -91422.077,
  "e_homo_ha": [-0.2645, -0.2289],
  "e_above_lowest_ev": 0.361,
  "spin_multiplicity": 2,
  "elements": ["V", "C", "C", "C", "C", "C", "O", "C", "C", "C", "C", "C", "C", "C", "O", "C", "C", "C", "N", "C", "C", "Te", "C", "C", "C", "C", "C", "C", "C", "C", "C", "C", "C", "C", "H", "H", "H", "H", "H", "H", "H", "H", "H", "H", "H", "H", "H", "H", "H", "H", "H", "H", "H", "H", "H", "H", "H", "H", "Cl", "C", "H", "H", "O", "N", "C", "C", "C", "C", "C", "H", "H", "H", "H", "H"],
  "coordinates": [[-0.883, 2.392, 0.363], [2.152, -3.006, -2.181], [1.139, -1.982, -1.750], [-0.205, -2.116, -2.054], [-1.166, -1.168, -1.675], [-2.586, -1.334, -2.085], [-3.280, -0.398, -2.425], [-3.173, -2.720, -2.086], [-4.161, -3.008, -3.023], [-4.770, -4.251, -3.037], [-4.414, -5.209, -2.098], [-3.446, -4.922, -1.147], [-2.820, -3.684, -1.147], [-0.744, -0.048, -0.950], [-1.580, 0.907, -0.535], [0.617, 0.095, -0.628], [1.536, -0.857, -1.023], [0.960, 1.320, 0.143], [0.945, 2.563, -0.423], [0.959, 2.717, -1.870], [2.255, 2.287, -2.562], [4.109, 2.913, -1.674], [4.617, 0.961, -1.048], [4.656, 0.633, 0.301], [4.929, -0.669, 0.699], [5.165, -1.652, -0.249], [5.142, -1.328, -1.599], [4.878, -0.026, -1.996], [1.412, 1.212, 1.535], [1.887, 2.342, 2.219], [2.255, 2.261, 3.549], [2.164, 1.058, 4.240], [1.703, -0.069, 3.572], [1.336, 0.002, 2.238], [1.686, -3.796, -2.770], [2.637, -3.468, -1.319], [2.938, -2.551, -2.787], [-0.527, -2.976, -2.629], [-4.440, -2.240, -3.732], [-5.527, -4.472, -3.777], [-4.892, -6.180, -2.106], [-3.173, -5.664, -0.408], [-2.062, -3.462, -0.407], [2.579, -0.726, -0.754], [0.768, 3.773, -2.071], [0.155, 2.146, -2.362], [2.248, 2.644, -3.591], [2.337, 1.201, -2.588], [4.446, 1.386, 1.045], [4.935, -0.913, 1.754], [5.370, -2.668, 0.062], [5.337, -2.088, -2.344], [4.869, 0.224, -3.050], [1.975, 3.275, 1.676], [2.625, 3.145, 4.053], [2.456, 0.997, 5.280], [1.640, -1.017, 4.092], [0.993, -0.890, 1.728], [-3.088, 3.507, 0.029], [-1.449, 4.230, -0.308], [-1.304, 5.049, 0.397], [-1.439, 4.593, -1.332], [-1.228, 2.480, 2.414], [-2.440, 2.146, 2.818], [-3.227, 3.080, 3.378], [-4.490, 2.746, 3.812], [-4.946, 1.446, 3.657], [-4.110, 0.503, 3.076], [-2.850, 0.873, 2.666], [-2.790, 4.064, 3.439], [-5.107, 3.513, 4.257], [-5.941, 1.173, 3.977], [-4.424, -0.520, 2.933], [-2.130, 0.217, 2.199]],
  "mulliken_spin": [1.55, 0.00, -0.01, -0.01, 0.00, 0.00, 0.00, 0.00, 0.00, 0.00, 0.00, 0.00, 0.00, -0.04, -0.01, 0.14, 0.00, -0.25, -0.14, -0.01, -0.02, 0.00, 0.00, 0.00, 0.00, 0.00, 0.00, 0.00, -0.01, -0.07, 0.04, -0.07, 0.05, -0.08, 0.00, 0.00, 0.00, 0.00, 0.00, 0.00, 0.00, 0.00, 0.00, -0.02, 0.01, 0.00, 0.00, 0.00, 0.00, 0.00, 0.00, 0.00, 0.00, 0.00, 0.00, -0.01, 0.00, -0.01, 0.00, -0.05, 0.00, 0.01, 0.01, 0.00, 0.00, 0.00, 0.00, 0.00, 0.00, 0.00, 0.00, 0.00, 0.00, -0.01]
}